[1]
69
Properties=species:S:1:pos:R:3 method="wB97M-V/def2-TZVPD" homo_ev=-11.769 homo_lumo_gap_ha=0.289 total_charge=+1
Rb 0.84664 4.73037 3.43621
S -5.19836 -5.24349 5.03363
S -5.95426 -0.24270 -1.02038
S 2.99304 1.59067 1.81311
F 3.67542 4.09859 2.48366
F 2.22641 3.19488 3.73608
F 1.71145 3.94658 1.66917
O -2.29082 0.88166 -1.36668
O -6.65699 -4.93187 4.48828
O -5.18131 -5.05920 6.45131
O -1.30614 1.73524 -4.97763
O -4.72119 -6.46010 4.46035
O 4.39820 1.72806 1.62086
O 0.08058 1.79416 2.66741
O 2.50449 0.66388 2.77917
N -3.56368 -1.53102 -0.51502
C 1.91306 1.33657 -2.08911
C -1.37923 -0.66532 2.96894
C 2.67981 1.58317 -0.92639
C -1.81405 -0.29860 0.63120
C -0.05697 1.03373 1.72727
C -2.83277 -1.23874 0.66841
C 0.70647 1.12001 0.44757
C -0.89786 1.77674 -3.84813
C -3.12919 -1.92339 1.84901
C 2.60066 3.32268 2.47066
C -2.38001 -1.61604 2.98195
C -4.23063 -2.94579 1.86603
C -0.24340 0.58459 -3.18329
C 2.46667 1.51949 -3.49711
C 2.06042 1.44257 0.32062
C -1.47182 0.50007 -0.56560
C 0.56839 0.93533 -1.96712
C -1.09312 -0.01557 1.78304
C -4.61205 -0.95693 -0.73973
C 3.87527 0.62993 -5.38852
C -4.38973 -3.88172 4.26233
C 2.70049 3.02816 -3.79685
C 4.12603 1.98878 -1.05467
C 3.68770 0.67799 -3.87087
C -4.03745 -4.15086 2.79207
C 5.12070 0.81792 -0.90014
C -0.02212 0.85823 -0.70256
H -7.28220 -5.44401 5.02611
H -3.02583 -4.53750 2.71277
H 2.92533 0.58837 -5.91634
H 1.70180 1.20699 -4.19194
H 5.81126 0.80392 -1.73711
H 3.74522 3.23578 -4.00926
H 4.61154 -0.14098 -0.88848
H -3.50699 -3.74758 4.88078
H 2.36601 3.65386 -2.97398
H 3.60934 -0.32963 -3.46449
H 2.13309 3.32680 -4.67417
H -4.39966 -3.29923 0.85392
H -5.04447 -3.02107 4.36045
H 4.36850 1.54161 -5.72296
H 0.36381 0.10168 -3.94063
H 4.59423 1.10987 -3.46467
H -4.70711 -4.92498 2.42838
H 4.26763 2.47827 -2.00529
H -5.15780 -2.44410 2.15648
H 4.51691 -0.19170 -5.68670
H -0.98558 2.70477 -3.25786
H -0.81927 -0.44684 3.86341
H -1.03115 -0.12409 -2.95030
H -2.58814 -2.12663 3.90595
H 5.71279 0.92947 -0.00186
H 4.34201 2.73828 -0.30074

***

[2]
55
Properties=species:S:1:pos:R:3 method="wB97M-V/def2-TZVPD" e_above_lowest_kj_mol=248.3 homo_ev=1.585 homo_lumo_gap_ha=0.252 total_charge=-5
S 3.66035 -3.52816 0.84238
S 2.83195 -3.24576 -1.41278
S -3.61044 1.01761 -0.75648
S -0.77929 -1.30648 -3.52736
S -0.94913 1.96016 4.84694
S 2.89441 2.77596 -0.30585
S 4.41028 1.03620 -0.73177
S -0.55988 -2.69333 3.51392
S -0.69577 2.31532 2.45731
S -0.86313 0.97612 -4.36674
S -1.62792 -2.16398 1.40909
S -4.49818 3.02955 -1.75793
Na 0.63389 0.33889 -0.78913
F 2.08294 -4.13084 -2.53303
F 2.83260 -3.94437 2.17484
F -1.78540 2.84008 1.43701
F -5.76868 3.31827 -2.72331
F 0.26073 -4.02048 3.95109
F -2.58108 -3.00857 0.40365
F 1.33713 3.25432 -0.53897
F -1.72615 0.89603 5.82307
F -4.02955 -0.55593 -0.70387
F 4.49602 -0.35533 -1.45533
F 0.15892 2.19931 -4.21943
F -0.45786 -2.20342 -2.22154
O -2.19209 0.99550 -1.07447
O -1.54174 -2.51669 4.53881
O -0.14518 -2.00741 -4.62056
O 0.47492 -1.70464 3.40405
O -0.72716 -1.49329 0.48258
O -2.22143 -1.34916 -3.45022
O -4.97604 3.68582 -0.56847
O 3.82327 -2.12290 0.97958
O -0.00795 1.32713 1.65980
O -3.43483 3.65182 -2.49458
O 3.57482 3.83603 -0.97718
O -1.21670 3.19945 5.52588
O -2.12693 1.62424 -4.11360
O 4.69515 0.69492 0.62020
O 0.39837 1.38534 4.92173
O 5.41679 1.78814 -1.43944
O 4.79207 -4.38280 1.00930
O 0.03731 3.53025 2.71215
O 4.19450 -3.38576 -1.91393
O -0.58337 0.68114 -5.75352
O -2.65317 -1.37877 2.07535
O -3.97747 1.39302 0.58818
O 2.18469 -1.99328 -1.50122
O 2.80931 2.72244 1.12139
N -0.13414 0.06497 -3.12993
N -1.06157 -3.41426 2.12898
N 2.50048 -4.14344 -0.20257
N -1.71463 1.67502 3.60989
N -4.63862 1.34416 -1.87468
N 2.78459 1.49183 -1.07929

***

[3]
25
Properties=species:S:1:pos:R:3 method="wB97M-V/def2-TZVPD" e_above_lowest_kj_mol=539.9 homo_ev=-13.390 homo_lumo_gap_ha=0.353 total_charge=+1
N -1.89517 -2.09501 -0.92521
N -2.41785 -2.85689 0.20320
N -0.45839 -1.09669 0.41126
N -0.96103 -1.32670 -0.76527
C 1.58026 1.30057 -0.55727
C -2.62255 -2.19224 -2.20633
C 1.60493 3.33054 0.69930
C 0.79014 0.61560 -1.18057
C 2.19821 1.95995 0.59998
C 2.11412 1.13302 1.85937
H 1.38877 1.77979 2.46419
H 0.64154 0.00510 -2.05270
H -2.45419 -2.27564 1.03054
H -0.42787 -1.72139 1.28988
H 1.61932 0.12143 1.64918
H 3.02511 1.01631 2.39208
H -3.71097 -2.17875 -2.18228
H 3.26908 2.01265 0.42252
H -2.19978 -1.44167 -2.86152
H 1.78798 3.76493 -0.29324
H 0.50857 3.20952 0.85763
H 1.91646 3.90181 1.61007
H 0.30938 -0.39061 0.36352
H -3.21862 -3.39845 -0.06848
H -2.38744 -3.17717 -2.75986